1.
{"formula": "C6H10B3BrN2O4SZn", "method": "ωB97M-V with the def2-TZVPD basis set", "multiplicity": 1, "charge": 2, "molar_mass_g_mol": 383.95, "homo_energy_ev": -15.26, "energy_ev": -148856.92507, "orbital_gap_ev": 2.318, "species": ["Br", "B", "O", "B", "O", "B", "C", "C", "C", "C", "S", "C", "N", "N", "C", "O", "O", "H", "H", "H", "H", "H", "H", "H", "H", "H", "H", "Zn"], "xyz": [[4.675, -3.141, 0.212], [3.221, -1.711, 0.270], [2.459, -1.653, 1.559], [2.414, -0.236, 1.975], [2.129, 0.791, 0.912], [1.837, 0.073, -0.345], [0.421, 0.084, -1.179], [-0.281, 1.556, -1.343], [-0.550, 2.361, 0.060], [-1.164, 1.452, 1.278], [-2.953, 0.884, 0.975], [-2.829, -0.887, 0.378], [-1.996, -1.913, 1.120], [-2.066, -3.125, 0.421], [-2.964, -2.832, -0.786], [-3.470, -1.438, -0.846], [2.937, -0.793, -0.889], [2.539, 0.120, 3.090], [0.684, -0.285, -2.284], [-0.270, -0.749, -0.726], [-1.356, 1.359, -1.823], [0.298, 2.212, -2.125], [0.497, 2.789, 0.409], [-1.240, 3.277, -0.176], [-0.485, 0.555, 1.616], [-1.235, 2.173, 2.226], [-3.284, -3.530, -1.668], [2.030, 2.609, -2.309]], "mulliken_charge": [-0.186, 0.215, -0.342, 0.443, -0.421, 0.914, -0.335, -0.215, -0.362, -0.462, 0.134, 0.341, -0.035, -0.179, 0.173, -0.168, -0.317, -0.004, 0.324, -0.180, 0.308, 0.211, 0.259, 0.374, 0.132, 0.427, 0.374, 0.576]}

***

2.
{"formula": "C6H14N2", "method": "ωB97M-V with the def2-TZVPD basis set", "multiplicity": 1, "e_above_lowest_kj_mol": 360.62, "molar_mass_g_mol": 114.19, "homo_energy_ev": -7.83, "energy_ev": -9425.74682, "orbital_gap_ev": 8.573, "species": ["C", "C", "N", "H", "H", "H", "H", "H", "H", "H", "C", "C", "C", "C", "N", "H", "H", "H", "H", "H", "H", "H"], "xyz": [[-0.335, -1.261, 1.301], [0.277, -1.827, -0.986], [0.111, -0.751, 0.001], [-0.791, 0.296, -0.407], [0.447, -1.844, 1.793], [-0.613, -0.419, 1.933], [-1.213, -1.887, 1.149], [-0.646, -2.407, -1.022], [0.432, -1.403, -1.973], [1.102, -2.493, -0.725], [1.648, 0.741, -1.301], [1.148, 0.313, 0.050], [-1.582, 1.436, -0.290], [-2.012, 1.951, 0.853], [1.750, 0.704, 1.092], [1.422, 0.312, 1.968], [-2.118, 1.638, -1.217], [2.360, 0.010, -1.692], [2.154, 1.695, -1.182], [0.844, 0.851, -2.025], [-3.037, 2.293, 0.972], [-1.351, 2.050, 1.710]], "mulliken_charge": [-1.264, -0.955, 0.061, 0.395, 0.404, 0.355, 0.362, 0.352, 0.339, 0.330, -1.395, 0.844, -0.512, -0.601, -0.774, 0.254, 0.266, 0.302, 0.405, 0.340, 0.245, 0.249]}

***

3.
{"formula": "C20H17F10N7STi", "method": "ωB97M-V with the def2-TZVPD basis set", "multiplicity": 1, "charge": 2, "molar_mass_g_mol": 625.32, "homo_energy_ev": -14.51, "energy_ev": -92556.32674, "orbital_gap_ev": 6.998, "species": ["Ti", "C", "N", "C", "C", "N", "C", "C", "F", "C", "F", "C", "F", "C", "F", "C", "F", "C", "C", "N", "C", "C", "F", "C", "F", "C", "F", "C", "F", "C", "F", "H", "H", "H", "H", "H", "H", "H", "H", "H", "H", "H", "C", "C", "N", "N", "C", "S", "N", "N", "H", "H", "H", "H", "H", "H"], "xyz": [[0.476, -0.490, 0.049], [3.130, -1.917, 1.039], [2.608, -0.587, 0.626], [2.841, 0.376, 1.756], [1.595, 0.405, 2.620], [0.465, 0.435, 1.684], [-0.382, 1.563, 1.600], [-1.758, 1.442, 1.802], [-2.273, 0.241, 2.129], [-2.627, 2.510, 1.691], [-3.922, 2.337, 1.889], [-2.125, 3.764, 1.378], [-2.937, 4.789, 1.268], [-0.759, 3.933, 1.175], [-0.277, 5.122, 0.870], [0.084, 2.845, 1.283], [1.390, 3.023, 1.073], [3.309, -0.122, -0.605], [2.564, 1.054, -1.214], [1.129, 0.705, -1.257], [0.269, 1.338, -2.164], [-1.071, 1.001, -2.060], [-1.349, 0.086, -1.043], [-2.091, 1.460, -2.853], [-3.336, 1.060, -2.656], [-1.760, 2.354, -3.861], [-2.693, 2.836, -4.653], [-0.434, 2.736, -4.015], [-0.113, 3.590, -4.964], [0.565, 2.241, -3.186], [1.806, 2.674, -3.399], [4.193, -1.837, 1.272], [2.995, -2.642, 0.243], [2.605, -2.260, 1.931], [3.012, 1.363, 1.338], [3.735, 0.080, 2.308], [1.589, 1.277, 3.274], [1.530, -0.478, 3.260], [3.319, -0.955, -1.310], [4.345, 0.136, -0.372], [2.956, 1.238, -2.211], [2.700, 1.971, -0.637], [-3.365, -4.185, 1.365], [-2.239, -4.204, 0.406], [-1.914, -5.168, -0.391], [-0.817, -4.727, -1.074], [-0.448, -3.504, -0.731], [0.805, -2.521, -1.333], [-1.343, -3.152, 0.218], [-1.282, -1.900, 0.838], [-3.895, -5.131, 1.290], [-4.063, -3.377, 1.139], [-3.011, -4.066, 2.390], [-0.387, -5.323, -1.768], [-2.170, -1.414, 0.710], [-1.172, -2.026, 1.845]], "mulliken_charge": [-0.566, -1.203, 0.574, -0.731, -0.918, 0.375, -0.084, 0.122, -0.461, 0.467, -0.280, 0.731, -0.263, 0.160, -0.273, 0.370, -0.336, -1.143, -0.713, 0.854, -0.576, 0.518, 0.165, -0.290, -0.265, 0.759, -0.262, 0.161, -0.249, 0.345, -0.304, 0.345, 0.434, 0.341, 0.363, 0.425, 0.367, 0.491, 0.423, 0.347, 0.634, 0.434, -1.256, 0.901, -0.720, 0.251, 0.369, -0.428, 0.139, -0.555, 0.360, 0.338, 0.336, 0.199, 0.362, 0.418]}

***

4.
{"formula": "C2H3CuO", "method": "ωB97M-V with the def2-TZVPD basis set", "multiplicity": 2, "charge": 1, "e_above_lowest_kj_mol": 210.90, "molar_mass_g_mol": 106.59, "s_squared": 0.754, "homo_energy_ev": [-12.61, -16.06], "energy_ev": -48797.49739, "orbital_gap_ev": [6.255, 9.680], "species": ["O", "C", "C", "Cu", "H", "H", "H"], "xyz": [[0.396, 0.581, -0.480], [-0.621, -0.378, 0.513], [0.458, -0.734, -0.362], [1.424, 2.513, -0.163], [-1.657, -0.494, 0.192], [-0.413, -0.115, 1.551], [0.413, -1.373, -1.252]], "mulliken_charge": [-0.334, -0.160, -0.113, 0.837, 0.261, 0.243, 0.266]}